*a*
Below is the molecule C4H9O2P, with properties calculated with wB97M-V/def2-TZVPD.

Output
frontier orbital gap = 8.46 eV
LUMO energy = 0.85 eV

Each line ends with the natural charge from an NBO analysis.
Positions of all 16 atoms, in Å:
C  -1.70678  1.21601  -0.30771  -0.08
C  -0.35198  1.44141  0.35598  -0.10
C  1.16204  -0.32070  0.28378  0.25
C  2.42894  -0.77747  -0.32450  -0.77
O  -2.05830  -0.17932  -0.22988  -0.82
O  0.71618  0.76396  -0.31336  -0.53
P  -1.10379  -1.46653  0.19814  0.72
H  -2.50696  1.76039  0.25537  0.20
H  -1.63002  1.38132  -1.39929  0.19
H  -0.20239  2.45878  0.30280  0.19
H  -0.40579  1.04402  1.38920  0.21
H  2.54550  -0.06814  -1.18067  0.20
H  2.22261  -1.77538  -0.47584  0.25
H  3.06238  -0.55601  0.56653  0.26
H  -0.80676  -1.17984  1.49204  -0.07
H  -2.29636  -2.10663  0.33683  -0.09

*b*
Below is the molecule C4H9O2P, with properties calculated with wB97M-V/def2-TZVPD.

Output
frontier orbital gap = 7.89 eV
LUMO energy = -0.76 eV
SMILES = CC(C)=[PH2]OC=O

Each line ends with the natural charge from an NBO analysis.
Positions of all 16 atoms, in Å:
C  0.40158  -1.33824  -0.09245  -0.76
C  -0.58782  -0.21454  -0.12776  0.15
C  -1.65479  -0.36567  0.85604  -0.75
P  -0.40221  1.06578  -1.31106  0.59
O  1.56294  1.53948  -0.80281  -0.74
C  1.72286  1.51142  0.42408  0.65
O  0.95524  0.97901  1.17423  -0.68
H  0.07269  -2.20240  -0.65856  0.25
H  0.84216  -1.51527  0.90535  0.26
H  1.33722  -1.22003  -0.60481  0.25
H  -2.55797  0.27620  0.70020  0.25
H  -1.32658  0.11729  1.71311  0.29
H  -1.78063  -1.41496  1.03015  0.24
H  0.35104  0.43037  -2.36710  -0.02
H  -1.53459  0.43867  -1.85205  -0.07
H  2.59884  1.91289  1.01345  0.09

*c*
Below is the molecule C4H9O2P, with properties calculated with wB97M-V/def2-TZVPD.

Output
frontier orbital gap (spin up / spin down) = 7.31 / 8.46 eV
LUMO energy (spin up / spin down) = -1.15 / -0.06 eV

Each line ends with the natural charge from an NBO analysis.
Positions of all 16 atoms, in Å:
C  1.23115  0.84125  -1.26792  -0.52
C  1.07589  0.68400  0.28949  -0.04
C  0.60582  -0.23381  -2.02486  -0.30
C  -1.37985  -1.27965  1.62840  -0.97
O  -2.70516  1.00434  0.81857  -1.01
O  -0.17795  1.02866  0.75360  -0.78
P  -1.56456  0.16988  0.44884  1.74
H  0.83569  1.82242  -1.53790  0.22
H  2.31660  0.83638  -1.43153  0.22
H  1.34051  -0.34049  0.57852  0.16
H  1.77194  1.38607  0.75726  0.20
H  -0.18401  -0.05807  -2.72983  0.19
H  0.92449  -1.24666  -1.85668  0.17
H  -0.44569  -1.80948  1.47048  0.23
H  -1.42587  -0.85472  2.63190  0.25
H  -2.21901  -1.95012  1.47165  0.24

Of them, *c* has the highest stability.

*a*
Below is the molecule C7H17N, with properties calculated with wB97M-V/def2-TZVPD.

Output
frontier orbital gap = 9.99 eV
LUMO energy = 0.95 eV
SMILES = CC[C@H](N)C(C)(C)C

Each line ends with the natural charge from an NBO analysis.
Positions of all 25 atoms, in Å:
C  -0.30308  -2.28014  0.95973  -0.61
C  0.77967  -1.22448  1.09604  -0.41
C  0.94068  -0.23444  -0.08298  -0.04
N  2.08554  0.62807  0.27040  -0.84
C  -0.30285  0.63821  -0.49306  -0.05
C  -1.34590  -0.20233  -1.26196  -0.61
C  -0.98563  1.29490  0.72020  -0.62
C  0.13439  1.76549  -1.46553  -0.60
H  -0.30261  -2.73342  -0.03551  0.20
H  -0.13816  -3.07783  1.69217  0.21
H  -1.29129  -1.86453  1.17165  0.20
H  0.62428  -0.68182  2.03719  0.20
H  1.73046  -1.76338  1.21678  0.20
H  1.24973  -0.81056  -0.96493  0.19
H  1.87575  1.15104  1.11923  0.35
H  2.89915  0.05257  0.48566  0.36
H  -1.88568  -0.89939  -0.62011  0.21
H  -2.10906  0.43851  -1.72004  0.21
H  -0.87458  -0.77505  -2.06850  0.21
H  -1.40114  0.54847  1.40430  0.20
H  -1.81587  1.93653  0.40253  0.21
H  -0.28808  1.91944  1.28767  0.20
H  0.76237  2.51303  -0.96836  0.22
H  0.69471  1.35848  -2.31482  0.21
H  -0.73281  2.30265  -1.86774  0.20

*b*
Below is the molecule C7H17N, with properties calculated with wB97M-V/def2-TZVPD.

Output
frontier orbital gap = 9.86 eV
LUMO energy = 1.09 eV
SMILES = CC(C)CNC(C)C

Each line ends with the natural charge from an NBO analysis.
Positions of all 25 atoms, in Å:
C  0.23649  2.91282  -0.28733  -0.59
C  0.84655  1.56727  0.15052  -0.23
C  1.34181  1.75387  1.59552  -0.61
C  -0.16554  0.45210  -0.13209  -0.23
N  0.65542  -0.79132  -0.26476  -0.61
C  -0.15679  -1.99446  -0.47613  -0.04
C  -1.06891  -2.47555  0.68946  -0.64
C  -0.92884  -1.88855  -1.81097  -0.63
H  -0.62664  3.12315  0.36810  0.19
H  0.98688  3.67066  -0.11969  0.20
H  -0.07385  2.94615  -1.34890  0.21
H  1.68161  1.52083  -0.58554  0.21
H  1.87354  0.84883  2.00479  0.20
H  2.00015  2.60948  1.66445  0.22
H  0.50633  1.85650  2.28929  0.20
H  -0.69655  0.59515  -1.05735  0.20
H  -0.90146  0.33989  0.67929  0.17
H  1.14533  -0.93566  0.61308  0.35
H  0.58984  -2.81078  -0.46580  0.18
H  -1.45877  -1.58220  1.17000  0.20
H  -0.60981  -3.15925  1.40981  0.21
H  -1.89672  -3.01497  0.22782  0.21
H  -1.93721  -1.58987  -1.49150  0.20
H  -0.39736  -1.14299  -2.41835  0.22
H  -0.94549  -2.81111  -2.40372  0.22

*c*
Below is the molecule C7H17N, with properties calculated with wB97M-V/def2-TZVPD.

Output
frontier orbital gap = 9.37 eV
LUMO energy = 1.12 eV
SMILES = CCCCN(C)CC

Each line ends with the natural charge from an NBO analysis.
Positions of all 25 atoms, in Å:
C  0.67393  -1.83441  3.12687  -0.62
C  0.96079  -1.89143  1.61898  -0.41
C  0.69680  -0.46143  1.01335  -0.39
C  0.09399  -0.66181  -0.41630  -0.21
N  -0.08380  0.65558  -1.05069  -0.47
C  0.94955  0.89567  -2.11822  -0.39
C  -1.47834  1.03716  -1.39619  -0.19
C  -1.58044  2.53414  -1.39611  -0.62
H  -0.01709  -1.02790  3.36868  0.20
H  -0.05303  -2.68655  3.35943  0.21
H  1.57915  -1.69699  3.72471  0.21
H  0.31282  -2.65618  1.14481  0.19
H  1.97764  -2.19037  1.47324  0.20
H  -0.00697  0.09427  1.56596  0.20
H  1.64793  0.12218  1.01915  0.20
H  0.49552  -1.56563  -0.88083  0.19
H  -1.03683  -1.15266  -0.25583  0.17
H  1.85369  0.30776  -1.87330  0.20
H  0.56663  0.60145  -3.10713  0.17
H  1.26281  1.79096  -2.04798  0.18
H  -1.86783  0.56302  -2.24788  0.17
H  -2.13644  0.78014  -0.48693  0.18
H  -2.51299  2.69142  -0.96257  0.21
H  -0.77340  2.89912  -0.75412  0.22
H  -1.52410  2.85249  -2.42106  0.20

Of them, *a* has the highest stability.

*a*
Below is the ion CH3N4Si with charge -1, with properties calculated with wB97M-V/def2-TZVPD.

Output
frontier orbital gap = 8.52 eV
LUMO energy = 4.31 eV
charge = -1

Each line ends with the natural charge from an NBO analysis.
Positions of all 9 atoms, in Å:
C  1.52355  -0.96437  1.18991  -0.08
N  -1.72027  2.05298  -2.01303  -0.26
N  2.42928  -1.27830  1.84432  -0.48
N  -0.10820  0.92142  -0.90287  -0.60
N  -1.04928  1.38036  -1.39296  0.27
Si  -0.05354  -0.40161  0.22719  1.01
H  0.39926  -1.39612  -0.89398  -0.31
H  -1.40411  -0.79971  0.35622  -0.24
H  -0.01669  0.48535  1.58520  -0.30

*b*
Below is the ion CH3N4Si with charge -1, with properties calculated with wB97M-V/def2-TZVPD.

Output
frontier orbital gap = 8.92 eV
LUMO energy = 4.34 eV
charge = -1

Each line ends with the natural charge from an NBO analysis.
Positions of all 9 atoms, in Å:
C  -0.43323  -1.17378  0.67837  -0.05
N  1.89843  0.12326  0.22617  0.25
N  1.00072  0.83505  -0.02938  -0.65
N  -0.13769  -2.13039  1.21856  -0.46
N  2.65815  -0.59758  0.67631  -0.26
Si  -0.78921  0.52307  -0.36102  0.87
H  -1.21543  1.77409  0.22136  -0.19
H  -2.35467  0.04156  -0.77690  -0.31
H  -0.62706  0.60473  -1.85346  -0.20

*c*
Below is a structure of composition CH3N4Si, with properties calculated with wB97M-V/def2-TZVPD.

Output
frontier orbital gap = 7.82 eV
LUMO energy = 4.20 eV
charge = -1

Each line ends with the natural charge from an NBO analysis.
Positions of all 9 atoms, in Å:
C  2.55767  -0.25417  -0.41653  0.06
N  2.54107  1.03162  -0.02082  -0.37
N  1.35017  -0.73124  -0.55235  -0.36
N  1.25685  1.28681  0.09413  -0.13
N  0.55203  0.26596  -0.20385  -0.17
Si  -1.80160  0.75410  -0.58994  0.34
H  3.55205  -0.80600  -0.57431  0.17
H  -2.15910  0.80096  0.86753  -0.27
H  -2.51485  -0.55196  -0.86943  -0.28

*d*
Below is a structure of composition CH3N4Si, with properties calculated with wB97M-V/def2-TZVPD.

Output
frontier orbital gap = 8.21 eV
LUMO energy = 4.25 eV
charge = -1

Each line ends with the natural charge from an NBO analysis.
Positions of all 9 atoms, in Å:
C  -1.57655  1.63161  -0.07561  -0.11
N  -2.88421  -0.91664  0.14285  0.26
N  -1.70956  -1.17884  0.21778  -0.65
N  -2.31996  2.47749  -0.30647  -0.48
N  -4.00226  -0.84301  0.00858  -0.20
Si  -0.37846  0.09240  0.09657  1.00
H  0.80252  -0.73623  -0.21644  -0.26
H  -0.12664  0.20238  1.58316  -0.25
H  -0.43659  0.47308  -1.64709  -0.32

Of them, *b* has the highest stability.

*a*
Below is a cluster of 2 separate species, CH2N4O in total, with properties calculated with wB97M-V/def2-TZVPD.

Output
frontier orbital gap = 11.11 eV
LUMO energy = 0.67 eV
SMILES = N#[N+][O-].N#CN

Each line ends with the natural charge from an NBO analysis.
Positions of all 8 atoms, in Å:
N  -1.26093  -0.00453  1.39075  -0.14
N  -0.60922  0.81276  1.81492  0.44
O  0.07396  1.66576  2.25516  -0.30
N  1.44334  0.86603  -0.30351  -0.39
C  0.75639  0.08359  -0.81922  0.41
N  -0.06697  -0.78215  -1.43742  -0.85
H  -0.72419  -1.24444  -0.82128  0.42
H  0.38764  -1.40181  -2.09460  0.41

*b*
Below is the molecule CH2N4O, with properties calculated with wB97M-V/def2-TZVPD.

Output
frontier orbital gap = 9.69 eV
LUMO energy = 0.41 eV
SMILES = [H]/N=c1\nn[nH]o1

Each line ends with the natural charge from an NBO analysis.
Positions of all 8 atoms, in Å:
H  2.14627  0.85101  0.37143  0.37
N  1.92580  -0.15706  -0.01407  -0.68
C  0.69729  -0.06448  -0.13741  0.54
N  -0.00543  1.20653  -0.21092  -0.29
N  -1.19985  0.87710  -0.00398  0.05
N  -1.29197  -0.42323  -0.01643  -0.13
O  -0.18550  -1.09738  -0.17245  -0.29
H  -2.08662  -1.19250  0.18383  0.43

*c*
Below is the molecule CH2N4O, with properties calculated with wB97M-V/def2-TZVPD.

Output
frontier orbital gap = 8.85 eV
LUMO energy = -0.66 eV
SMILES = [H]/N=c1\nno[nH]1

Each line ends with the natural charge from an NBO analysis.
Positions of all 8 atoms, in Å:
H  2.11996  -0.85979  0.32720  0.36
N  1.78536  0.03837  -0.01435  -0.68
C  0.50194  -0.07336  -0.33258  0.45
N  -0.28069  -1.29334  -0.22925  -0.24
N  -1.50851  -0.92890  0.05379  0.17
O  -1.62308  0.41767  -0.11084  -0.17
N  -0.46993  0.97646  -0.23693  -0.32
H  -0.52505  1.72289  0.54297  0.42

Of them, *a* has the highest stability.

*a*
Below is a cluster of 2 separate species, C2H5NO3 in total, with properties calculated with wB97M-V/def2-TZVPD.

Output
frontier orbital gap = 10.22 eV
LUMO energy = 0.40 eV
SMILES = NC=O.O=CO

Each line ends with the natural charge from an NBO analysis.
Positions of all 11 atoms, in Å:
N  -2.41266  -0.44512  -0.06799  -0.79
C  -1.37087  0.32757  0.24079  0.54
O  -0.31915  0.39505  -0.37894  -0.66
H  -2.31686  -1.10402  -0.83194  0.41
H  -3.16992  -0.55954  0.59222  0.41
H  -1.49318  1.00207  1.10833  0.13
O  3.53555  -0.70577  0.16637  -0.58
C  2.48514  -0.23088  -0.12269  0.64
O  2.19029  1.06709  -0.09340  -0.70
H  1.65198  -0.87517  -0.47223  0.09
H  1.21968  1.12872  -0.14053  0.51

*b*
Below is a structure of composition C2H5NO3, with properties calculated with wB97M-V/def2-TZVPD.

Output
frontier orbital gap = 9.58 eV
LUMO energy = 0.04 eV

Each line ends with the natural charge from an NBO analysis.
Positions of all 11 atoms, in Å:
C  1.50129  -0.48411  0.11597  -0.04
N  -0.96910  0.64791  0.38210  -0.32
C  -0.33976  -0.28443  -0.35058  0.46
O  -2.36660  0.73745  0.36997  -0.53
O  2.10564  0.69181  -0.12006  -0.73
O  -0.92217  -1.16874  -0.94891  -0.62
H  -2.62763  -0.05104  -0.14263  0.49
H  1.04445  0.55622  -0.71124  0.51
H  -0.52758  1.45619  0.79273  0.41
H  1.39269  -0.77464  1.16876  0.18
H  1.70876  -1.32663  -0.55612  0.18

Of them, *a* has the highest stability.

*a*
Below is the molecule C2H5NO3, with properties calculated with wB97M-V/def2-TZVPD.

Output
frontier orbital gap = 10.58 eV
LUMO energy = 0.73 eV
SMILES = NOCC(=O)O

Each line ends with the natural charge from an NBO analysis.
Positions of all 11 atoms, in Å:
N  -1.99037  -0.09840  -0.05381  -0.49
O  -0.73065  0.34523  -0.41509  -0.41
C  0.14840  -0.64807  0.07869  -0.14
C  1.66821  -0.06847  -0.08299  0.80
O  2.52711  -0.78953  -0.22085  -0.53
O  1.70617  1.32979  -0.04981  -0.70
H  -2.41789  0.62319  0.65924  0.35
H  -2.39788  -0.32077  -0.72076  0.30
H  0.31282  -0.65096  1.19189  0.19
H  0.15682  -1.50231  -0.34154  0.18
H  1.01728  1.78029  -0.04498  0.47

*b*
Below is a cluster of 2 separate species, C2H5NO3 in total, with properties calculated with wB97M-V/def2-TZVPD.

Output
frontier orbital gap = 10.88 eV
LUMO energy = 0.32 eV
SMILES = O=C=NCO.O

Each line ends with the natural charge from an NBO analysis.
Positions of all 11 atoms, in Å:
O  -2.42035  2.08975  0.11420  -0.50
C  -1.91807  1.03642  0.03677  0.87
N  -1.47645  -0.04620  -0.21443  -0.59
C  -1.33182  -1.27230  0.50727  0.10
O  -1.07930  -2.29112  -0.42788  -0.72
H  -0.33548  -1.12164  1.07422  0.17
H  -2.17503  -1.51368  1.21820  0.18
H  -1.26967  -1.91863  -1.36287  0.49
O  1.54443  2.35806  -0.24861  -0.96
H  1.85378  1.48745  0.03014  0.49
H  0.66234  2.51417  -0.36042  0.48

Of them, *b* has the highest stability.